*i*
Entry from the Open Molecules 2025 dataset: a structure of composition C5H8O2 (the ωB97M-V functional and the def2-TZVPD basis).

XYZ file:
```
15
Properties=species:S:1:pos:R:3
O 0.7946 1.7285 -0.0244
H -0.2730 1.5565 -0.6080
C 0.9288 -0.3328 -1.1711
C 0.9380 -0.3643 1.0520
H 1.6006 -1.1578 -1.3917
C -0.1249 -0.7418 -0.0692
C 1.3102 0.5781 -0.0474
O -1.9512 0.2173 1.1101
H 0.5344 0.1400 -2.0731
H 0.5581 0.0891 1.9654
H 1.6184 -1.1966 1.2352
C -1.2684 0.2128 -0.1362
H -2.3957 1.0670 1.1942
H -0.3181 -1.8222 -0.0673
H -1.9517 0.0262 -0.9684
```

The value obtained for the HOMO-LUMO gap (alpha / beta) is 8.0 / 8.0 eV. The net charge is 0. The value obtained for the highest occupied orbital energy (alpha / beta) is -7.64 / -7.64 eV.

***

*ii*
Entry from the Open Molecules 2025 dataset: a cluster of 2 separate species, C5H8O2 in total (the ωB97M-V functional and the def2-TZVPD basis).

XYZ file:
```
15
Properties=species:S:1:pos:R:3
H 1.4423 1.6139 1.3800
H -0.9135 -0.7878 -2.4197
C 0.9346 0.1283 -0.7143
C 0.7275 0.8502 1.6972
C 0.1257 0.2365 0.4855
H 1.8190 0.7221 -0.8852
H 1.2485 0.0552 2.2352
O -0.4937 0.0103 -2.7596
C -0.8548 -0.8292 0.6819
H 0.9413 -0.8233 -1.2549
C -1.6487 -1.7194 0.8411
H -0.7137 0.6533 -2.0585
H -0.0460 1.2949 2.3192
H -2.3469 -2.5089 1.0117
O -0.2215 1.1038 -0.5597
```

The value obtained for the HOMO-LUMO gap is 10.9 eV. The net charge is 0. The value obtained for the highest occupied orbital energy is -10.11 eV.

***

Verdict on stability: *i* comes out at the bottom.

***

*i*
Entry from the Open Molecules 2025 dataset: an isolated molecule of C5H8O2 (the ωB97M-V functional and the def2-TZVPD basis).

XYZ file:
```
15
Properties=species:S:1:pos:R:3
H -1.6149 -1.9362 -0.1100
H 0.4641 -0.9196 1.5067
H 0.4350 1.6098 1.7974
H 0.5399 1.4750 -1.3375
H 0.1073 -1.5095 -2.2046
O 1.3672 1.0957 -1.0011
C 1.0399 -0.1701 -0.5011
H -0.8552 1.7050 0.5921
H -1.1417 0.8801 2.1274
C 0.0139 -0.9558 -1.2944
O -1.1826 -0.2004 -1.1586
C -0.3992 1.0632 1.3473
C -0.8506 -1.1964 -0.1942
C 0.0829 -0.2334 0.7480
H 1.9788 -0.7037 -0.3311
```

The value obtained for the HOMO-LUMO gap is 10.8 eV. The net charge is 0. The value obtained for the highest occupied orbital energy is -9.78 eV.

***

*ii*
Entry from the Open Molecules 2025 dataset: an isolated molecule of C5H8O2 (the ωB97M-V functional and the def2-TZVPD basis).

XYZ file:
```
15
Properties=species:S:1:pos:R:3
H -0.0809 1.4626 -0.5345
H -0.9838 -0.1474 1.1596
C 1.5188 0.2551 -0.3954
C -2.3896 -0.0917 -0.4941
H -2.6261 0.9746 -0.3952
H -2.4145 -0.3338 -1.5637
C 0.0603 0.3738 -0.6756
H -0.0572 0.2219 -1.7548
H -3.1854 -0.6601 -0.0032
H 3.4745 -1.0536 1.2772
H -0.8107 -1.4761 0.0204
O 3.7084 0.9726 1.2329
C -1.0126 -0.3998 0.0937
C 3.0901 -0.0347 1.1496
O 1.7088 -0.0635 0.8833
```

The value obtained for the HOMO-LUMO gap is 9.5 eV. The net charge is 0. The value obtained for the highest occupied orbital energy is -8.81 eV.

***

Verdict on stability: *ii* comes out at the bottom.

***

*i*
Entry from the Open Molecules 2025 dataset: an isolated molecule of C5H8O2 (the ωB97M-V functional and the def2-TZVPD basis).

XYZ file:
```
15
Properties=species:S:1:pos:R:3
H 0.1073 -1.5651 -1.5786
O 1.7934 1.1930 -0.5410
C 0.8113 0.2384 -0.4016
H -2.2097 -1.0330 1.2857
C 0.7629 -0.4834 0.9405
H -0.5065 1.1147 1.4761
H 1.5040 -0.1604 1.6738
C 0.0608 -0.4867 -1.4286
H 0.7859 -1.5753 0.8480
C -0.6589 0.1052 1.0722
H 1.6743 1.6517 -1.3807
C -0.7696 0.3103 -0.4204
H 0.0327 0.0731 -2.3671
H -1.5552 0.9416 -0.8318
O -1.6847 -0.4552 1.8476
```

The value obtained for the HOMO-LUMO gap is 9.7 eV. The net charge is 0. The value obtained for the highest occupied orbital energy is -8.95 eV.

***

*ii*
Entry from the Open Molecules 2025 dataset: an isolated molecule of C5H8O2 (the ωB97M-V functional and the def2-TZVPD basis).

XYZ file:
```
15
Properties=species:S:1:pos:R:3
C -1.1919 0.2606 0.7503
H 0.2441 -1.0987 -1.7008
H 1.4277 -0.2339 2.0191
O -1.6811 -1.0599 0.3596
C -0.4562 -1.5930 0.2441
H 1.2210 0.3605 -1.6088
H 2.3355 -0.1792 0.5022
H 1.5257 1.2769 1.0995
C 0.2652 -0.0676 -1.3118
H -1.5757 0.2103 -1.8132
C 1.4353 0.1862 1.0075
O -0.7499 0.7039 -1.9071
H -1.2632 0.3254 1.8367
C 0.1763 -0.1885 0.2472
H -1.7128 1.0971 0.2755
```

The value obtained for the HOMO-LUMO gap is 9.6 eV. The net charge is 0. The value obtained for the highest occupied orbital energy is -8.81 eV.

***

*iii*
Entry from the Open Molecules 2025 dataset: an isolated molecule of C5H8O2 (the ωB97M-V functional and the def2-TZVPD basis).

XYZ file:
```
15
Properties=species:S:1:pos:R:3
H -0.3662 -1.5352 -1.8534
H 0.0652 -0.2786 2.2010
C 0.1594 0.4463 0.1608
C -2.2167 -0.1255 -0.7608
O 0.7677 1.6132 -0.3889
H 0.6187 1.6658 -1.3438
H 0.5594 -1.8608 0.1669
C 0.7964 -0.9376 -0.4141
H 1.4468 0.8121 1.9057
H -3.1909 -0.3456 -1.1073
O 0.5751 -1.2992 -1.7790
H 1.7828 -0.5412 -0.2919
C -1.2156 0.2924 -0.2412
H -0.1715 1.4763 2.0718
C 0.3893 0.6177 1.6743
```

The value obtained for the HOMO-LUMO gap is 10.7 eV. The net charge is 0. The value obtained for the highest occupied orbital energy is -9.90 eV.

***

Verdict on stability: *ii* comes out at the bottom.

***

*i*
Entry from the Open Molecules 2025 dataset: a cluster of 2 separate species, C5H8O2 in total (the ωB97M-V functional and the def2-TZVPD basis).

XYZ file:
```
15
Properties=species:S:1:pos:R:3
C 0.7483 2.1643 0.6301
O 1.0982 1.8699 -1.8087
C -1.6721 -0.6154 0.6532
H -2.5592 -0.0743 0.3427
H -1.6066 -0.9630 1.6773
H 0.0012 -0.5316 -1.9794
O -0.8444 -0.4613 -1.5187
H 1.4511 -0.9941 -0.1558
C -0.6987 -0.8705 -0.2231
H 0.6224 -1.8516 1.1527
C 0.5717 -1.6043 0.0910
H 1.3323 2.8951 1.1751
H -0.0038 1.5525 1.1148
H 0.6363 -2.5326 -0.4896
C 0.9232 2.0168 -0.6616
```

The value obtained for the HOMO-LUMO gap is 9.7 eV. The net charge is 0. The value obtained for the highest occupied orbital energy is -8.93 eV.

***

*ii*
Entry from the Open Molecules 2025 dataset: a structure of composition C5H8O2 (the ωB97M-V functional and the def2-TZVPD basis).

XYZ file:
```
15
Properties=species:S:1:pos:R:3
H -0.6741 -2.0316 -0.4916
H 1.8750 -1.2864 0.1567
H 2.9974 0.0732 0.3947
C -1.0366 -1.0232 -0.7052
H -1.2592 -0.9689 -1.7819
C -1.7508 0.7522 0.0069
H 2.0126 -0.5079 1.7490
H -1.9356 1.3066 0.9332
O -2.1779 -0.6214 0.0704
C 0.9239 0.6401 0.3172
H -2.2172 1.2623 -0.8466
O 0.6511 0.9058 -1.0674
H 0.9152 1.5594 0.9098
C -0.3401 0.2698 -0.3125
C 2.0163 -0.3300 0.6673
```

The value obtained for the HOMO-LUMO gap is 10.9 eV. The net charge is 0. The value obtained for the highest occupied orbital energy is -9.88 eV.

***

*iii*
Entry from the Open Molecules 2025 dataset: an isolated molecule of C5H8O2 (the ωB97M-V functional and the def2-TZVPD basis).

XYZ file:
```
15
Properties=species:S:1:pos:R:3
C 0.1448 0.7547 0.5664
O 0.8734 -1.0314 1.3283
H -2.8565 0.4380 -1.8813
H -0.2772 0.8117 1.5088
H -2.0620 -1.1929 -1.7455
O 1.4963 1.0177 0.4474
C -1.7105 -0.0726 -1.6569
H -0.8700 0.2737 -2.4825
C 1.9361 -0.1864 1.2297
H 2.8597 -0.6585 0.7961
C 0.1684 -0.6838 0.1896
C -1.1056 0.2762 -0.1510
H 0.7897 -0.8104 -0.7021
H -1.8598 0.8121 0.4330
H 2.4732 0.2520 2.1201
```

The value obtained for the HOMO-LUMO gap is 9.6 eV. The net charge is 0. The value obtained for the highest occupied orbital energy is -8.68 eV.

***

Verdict on stability: *iii* comes out at the bottom.

***

*i*
Entry from the Open Molecules 2025 dataset: an isolated molecule of C5H8O2 (the ωB97M-V functional and the def2-TZVPD basis).

XYZ file:
```
15
Properties=species:S:1:pos:R:3
H -1.2133 -0.2594 1.6102
C 1.0115 -0.2428 1.4196
H 1.6926 -0.1394 2.2580
H -2.0603 -0.1840 -1.1512
C -1.0272 -0.5459 -1.1727
H -1.0009 -1.5783 -0.8166
O 1.0593 -1.4690 0.6903
C 1.2694 -0.2527 -0.0184
H -0.4662 1.3774 1.5683
O -0.0896 1.6607 -0.7704
H 2.1903 -0.1424 -0.5843
C -0.1350 0.3251 -0.3130
C -0.3842 0.3423 1.2264
H -0.6770 -0.5393 -2.2141
H -0.1694 1.6477 -1.7321
```

The value obtained for the HOMO-LUMO gap is 10.7 eV. The net charge is 0. The value obtained for the highest occupied orbital energy is -9.73 eV.

***

*ii*
Entry from the Open Molecules 2025 dataset: a structure of composition C5H8O2 (the ωB97M-V functional and the def2-TZVPD basis).

XYZ file:
```
15
Properties=species:S:1:pos:R:3
H 1.9380 1.1011 0.3691
H 0.1038 -1.3689 -1.9814
H -1.7600 -0.9667 -0.3240
C 0.0682 -0.8470 0.9446
H -1.4766 0.8072 1.8537
O -1.9357 0.6462 1.0109
C 0.8671 1.0042 0.5818
C 0.4419 -0.3557 -1.7364
C -1.1819 -0.3075 0.3268
H -0.1460 0.2975 -2.3805
O 0.6476 0.1808 1.7587
H 0.4082 1.9962 0.6810
C 0.1569 -0.0047 -0.3021
H 1.5205 -0.3193 -1.9609
H 0.3269 -1.8770 1.1674
```

The value obtained for the HOMO-LUMO gap is 10.2 eV. The net charge is 0. The value obtained for the highest occupied orbital energy is -9.24 eV.

***

*iii*
Entry from the Open Molecules 2025 dataset: an isolated molecule of C5H8O2 (the ωB97M-V functional and the def2-TZVPD basis).

XYZ file:
```
15
Properties=species:S:1:pos:R:3
H -1.2524 -1.7588 -0.0841
O -0.4111 1.2735 0.8371
H -0.8692 0.5402 -1.7862
H -0.3563 0.0590 2.6054
H 0.8163 0.7330 -2.3330
C -0.9215 -1.0541 0.6356
C 0.4864 -0.5051 0.4055
C 0.5435 0.8557 -0.1949
C 0.0684 1.0764 -1.6082
C -0.2752 0.0064 1.5307
H 1.5326 1.2946 -0.0128
H -0.1064 2.1428 -1.7701
O 1.5093 -1.4184 0.3976
H -1.9412 -0.8550 0.6598
H 1.1589 -2.3066 0.5553
```

The value obtained for the HOMO-LUMO gap is 9.3 eV. The net charge is 0. The value obtained for the highest occupied orbital energy is -8.39 eV.

***

*iv*
Entry from the Open Molecules 2025 dataset: an isolated molecule of C5H8O2 (the ωB97M-V functional and the def2-TZVPD basis).

XYZ file:
```
15
Properties=species:S:1:pos:R:3
O 1.1660 -0.4320 1.5988
H 0.4193 0.0923 -1.5176
H -2.5471 1.0387 -0.4664
H 3.4333 -0.8271 0.7438
H -3.1430 -0.5876 -0.1310
H 0.0928 1.4113 -0.4129
C 2.9531 0.1504 0.5216
H -2.3266 -0.2549 -1.6620
C -2.3208 -0.0263 -0.5909
O 3.5310 1.1972 0.6558
H -1.0703 -0.1947 1.1502
C 0.2473 0.3230 -0.4564
H -0.8465 -1.4853 -0.0009
C 1.4144 -0.0034 0.4884
C -1.0028 -0.4016 0.0795
```

The value obtained for the HOMO-LUMO gap is 10.1 eV. The net charge is 0. The value obtained for the highest occupied orbital energy is -9.67 eV.

***

Verdict on stability: *iii* comes out at the bottom.